# 1
A 2-piece molecular cluster, C24H21N2O overall at a distorted geometry, computed with wB97M-V/def2-TZVPD.

Structure (XYZ):
```
48
Properties=species:S:1:pos:R:3:mulliken_charge:R:1
C 6.086 -2.123 -0.425 -0.449
C 5.293 -2.825 -1.337 -0.468
C 4.480 -2.135 -2.237 -0.364
C 4.492 -0.739 -2.204 0.351
O 3.587 -0.029 -3.009 -0.459
C 2.289 0.094 -2.511 0.230
C 2.010 1.080 -1.547 -0.423
C 0.768 1.089 -0.944 -0.635
C -0.259 0.179 -1.349 0.506
C -1.502 0.179 -0.677 -0.209
C -2.596 -0.687 -0.936 0.562
C -3.919 -0.231 -0.675 -0.400
C -5.017 -1.030 -0.968 -0.604
C -4.840 -2.303 -1.533 -0.353
C -3.546 -2.785 -1.777 -0.651
C -2.439 -2.025 -1.421 -0.435
C 0.025 -0.677 -2.456 -0.658
C 1.308 -0.805 -2.948 -0.446
C 5.319 -0.018 -1.339 -0.221
C 6.091 -0.726 -0.417 -0.469
H 6.723 -2.673 0.272 0.371
H 5.308 -3.916 -1.365 0.355
H 3.832 -2.648 -2.946 0.342
H 2.788 1.790 -1.266 0.408
H 0.542 1.803 -0.150 0.331
H -1.623 0.928 0.099 0.466
H -4.048 0.771 -0.259 0.418
H -6.024 -0.665 -0.753 0.391
H -5.705 -2.929 -1.751 0.398
H -3.397 -3.767 -2.232 0.381
H -1.439 -2.453 -1.507 0.760
H -0.770 -1.258 -2.919 0.840
H 1.573 -1.588 -3.660 0.474
H 5.322 1.069 -1.383 0.480
H 6.713 -0.178 0.291 0.362
N -1.744 1.778 1.935 -0.317
C -1.499 3.060 2.249 -0.499
C -1.650 3.561 3.541 -0.657
C -2.195 2.708 4.533 1.130
N -2.552 3.193 5.748 -0.464
C -2.400 1.345 4.203 -0.695
C -2.216 0.950 2.878 -0.420
H -1.177 3.724 1.439 0.393
H -1.376 4.592 3.760 0.298
H -2.975 2.603 6.451 0.197
H -2.449 4.171 5.978 0.197
H -2.719 0.617 4.948 0.295
H -2.475 -0.070 2.573 0.360
```

Summary:
lowest unoccupied orbital energy: -5.2 eV
energy above the lowest of the compared OMol25 structures with the same formula, charge and spin: 53.00 kcal per mole
maximum force: 1.5 eV/Å
total charge: +1

***

# 2
One molecule with the formula C24H21N3O2S, computed with wB97M-V/def2-TZVPD.

Structure (XYZ):
```
51
Properties=species:S:1:pos:R:3:mulliken_charge:R:1
O -1.305 2.239 -0.759 -0.659
C -0.607 1.271 -0.993 0.006
C -1.200 -0.096 -1.179 0.523
C -1.680 -0.790 -0.103 -0.488
C -2.274 -2.062 -0.307 -0.020
C -2.775 -2.848 0.793 0.464
C -2.779 -2.597 2.141 -0.483
C -3.372 -3.632 2.887 -0.512
C -3.809 -4.654 2.101 -0.401
S -3.509 -4.379 0.436 -0.088
N -2.393 -2.599 -1.501 -0.641
C -1.962 -1.925 -2.579 -0.347
C -2.126 -2.510 -3.852 -0.615
C -1.707 -1.850 -4.972 -0.500
C -1.111 -0.583 -4.875 -0.786
C -0.932 0.010 -3.655 -0.670
C -1.348 -0.645 -2.481 1.336
N 0.738 1.358 -1.109 0.307
C 1.640 0.247 -1.284 -0.528
C 2.550 0.095 -0.046 -1.132
N 2.863 1.367 0.588 -0.119
C 2.233 1.649 1.837 0.552
C 0.947 1.267 2.186 0.691
C 0.428 1.598 3.425 -0.918
C 1.189 2.322 4.325 -0.492
C 2.479 2.698 4.000 -0.764
C 3.010 2.357 2.765 -0.043
O 4.288 2.707 2.463 -0.672
C 2.793 2.466 -0.361 -0.844
C 1.372 2.651 -0.913 -0.808
H -1.615 -0.380 0.893 0.486
H -2.376 -1.707 2.589 0.467
H -3.468 -3.616 3.958 0.412
H -4.295 -5.559 2.409 0.437
H -2.595 -3.481 -3.902 0.479
H -1.836 -2.298 -5.947 0.393
H -0.796 -0.075 -5.775 0.411
H -0.486 0.991 -3.578 0.498
H 2.250 0.431 -2.177 0.345
H 1.075 -0.671 -1.445 0.390
H 2.088 -0.562 0.692 0.498
H 3.494 -0.369 -0.363 0.379
H 0.342 0.716 1.482 0.123
H -0.578 1.301 3.681 0.403
H 0.781 2.590 5.288 0.376
H 3.096 3.248 4.692 0.426
H 4.525 2.253 1.640 0.412
H 3.107 3.390 0.126 0.396
H 3.495 2.248 -1.172 0.418
H 1.400 3.204 -1.860 0.391
H 0.750 3.213 -0.210 0.511
```

Summary:
lowest unoccupied orbital energy: -0.3 eV
energy above the lowest of the compared OMol25 structures with the same formula, charge and spin: 18.17 kcal per mole
maximum force: 0.9 eV/Å
SMILES: O=C(c1cc(-c2cccs2)nc2ccccc12)N1CCN(c2ccccc2O)CC1

***

# 3
C24H21N5O5S3Yb as an isolated structure at a distorted geometry, computed with wB97M-V/def2-TZVPD.

Structure (XYZ):
```
59
Properties=species:S:1:pos:R:3:mulliken_spin:R:1
Yb 0.100 0.454 -0.055 1.009
O 2.193 0.812 -3.738 0.000
C 1.628 1.038 -2.681 0.001
O 0.555 0.509 -2.225 0.000
C 2.248 2.050 -1.713 -0.001
C 3.423 2.758 -1.932 0.000
C 3.869 3.607 -0.930 0.000
C 3.148 3.738 0.251 0.000
C 1.987 2.987 0.392 0.000
N 1.576 2.188 -0.581 0.000
C 1.065 3.000 1.614 -0.001
O 1.165 3.928 2.414 0.000
O 0.231 2.044 1.648 -0.001
H 3.957 2.613 -2.859 0.000
H 4.786 4.165 -1.064 0.000
H 3.456 4.392 1.053 0.000
C 1.537 -3.478 -2.018 0.000
C 1.430 -2.288 -1.108 -0.001
N 0.304 -1.869 -0.631 -0.002
N -0.822 -2.635 -0.926 -0.001
C -1.887 -2.238 -0.330 -0.001
S -2.133 -0.896 0.734 -0.001
S -3.382 -3.148 -0.587 0.000
C -2.836 -4.679 -1.399 0.000
C -2.472 -5.782 -0.449 0.000
C -1.157 -6.000 -0.049 0.000
C -0.850 -7.018 0.837 0.000
C -1.850 -7.833 1.341 0.000
C -3.162 -7.624 0.950 0.000
C -3.467 -6.608 0.062 0.000
C 2.675 -1.580 -0.768 0.002
C 3.837 -1.843 -1.510 -0.002
C 5.050 -1.256 -1.215 0.001
C 5.136 -0.390 -0.128 -0.001
C 4.026 -0.107 0.629 0.001
C 2.765 -0.665 0.321 -0.003
O 1.725 -0.299 1.016 -0.002
H 0.585 -3.990 -2.103 0.000
H 2.306 -4.166 -1.668 0.000
H 1.830 -3.131 -3.010 0.000
H -2.015 -4.432 -2.070 0.000
H -3.691 -4.983 -2.007 0.000
H -0.384 -5.347 -0.419 0.000
H 0.176 -7.169 1.141 0.000
H -1.608 -8.626 2.033 0.000
H -3.950 -8.254 1.339 0.000
H -4.494 -6.449 -0.239 0.000
H 3.779 -2.509 -2.357 0.000
H 5.916 -1.465 -1.826 0.000
H 6.084 0.075 0.117 0.000
H 4.069 0.578 1.466 0.000
N -2.919 2.305 1.641 0.000
C -2.186 3.067 0.811 0.000
N -1.667 4.208 1.311 0.000
S -1.980 2.636 -0.801 0.000
H -2.762 2.366 2.634 0.000
H -3.214 1.409 1.274 0.000
H -1.378 4.205 2.282 0.000
H -0.984 4.640 0.707 0.000
```

Summary:
lowest unoccupied orbital energy (spin up / spin down): 2.6 / 2.6 eV
energy above the lowest of the compared OMol25 structures with the same formula, charge and spin: 0.00 kcal per mole
maximum force: 1.2 eV/Å
total charge: -1
spin multiplicity: 2

***

# 4
C24H21N9O5S3Zr as an isolated structure, computed with wB97M-V/def2-TZVPD.

Structure (XYZ):
```
63
Properties=species:S:1:pos:R:3:mulliken_charge:R:1
Zr -0.023 0.075 -0.136 1.073
S -2.286 -6.745 -3.222 0.242
N -3.143 -5.426 -2.902 -0.640
C -2.295 -4.528 -2.427 0.963
C -2.633 -3.183 -2.006 -0.028
C -3.923 -2.647 -2.063 -0.597
C -4.130 -1.351 -1.643 -1.090
C -3.051 -0.617 -1.167 -0.417
N -1.814 -1.114 -1.104 -0.226
C -1.603 -2.384 -1.518 -0.138
C -0.235 -2.870 -1.437 0.144
N 0.682 -2.003 -0.942 0.148
C 1.956 -2.392 -0.892 -0.147
C 2.376 -3.651 -1.309 -1.142
C 1.445 -4.545 -1.783 -0.478
C 0.103 -4.152 -1.854 0.095
C -0.963 -4.999 -2.352 0.875
N -0.824 -6.242 -2.786 -0.628
H -4.732 -3.261 -2.437 0.588
H -5.114 -0.905 -1.670 0.467
H -3.179 0.398 -0.818 0.669
H 2.665 -1.678 -0.498 0.511
H 3.423 -3.911 -1.246 0.501
H 1.722 -5.541 -2.105 0.585
O 5.408 -0.545 2.848 -0.463
C 5.096 0.379 3.732 -0.091
O 5.551 0.956 4.658 -0.524
C 3.970 0.153 2.827 1.337
C 2.869 -0.753 3.150 -1.206
C 1.831 -0.897 2.310 -0.819
N 1.684 -0.177 1.133 1.197
C 2.696 0.737 0.850 0.020
C 3.761 0.967 1.632 -0.770
C 2.393 1.548 -0.381 0.538
O 2.805 2.655 -0.574 -0.596
O 1.500 0.911 -1.168 -0.567
H 2.915 -1.328 4.064 0.512
H 1.027 -1.585 2.540 0.494
H 4.480 1.726 1.352 0.642
C 0.647 3.794 4.111 -1.272
C -0.192 2.582 3.977 0.926
N -0.874 1.995 4.906 -0.736
N -1.447 0.917 4.299 0.261
C -1.146 0.815 3.015 0.371
S -1.671 -0.337 1.873 -0.535
N -0.360 1.888 2.784 0.374
N 0.231 2.133 1.544 -0.522
H 0.633 4.116 5.149 0.370
H 0.267 4.606 3.489 0.329
H 1.679 3.587 3.824 0.325
H -2.031 0.291 4.835 0.185
H -0.039 3.057 1.214 0.369
H 1.243 2.137 1.686 0.198
C -2.157 3.722 -2.342 -1.029
S -0.669 2.766 -2.150 0.514
C -0.743 1.784 -3.636 -0.927
O -1.064 1.778 -1.006 -0.451
H -2.018 4.391 -3.192 0.456
H -2.286 4.308 -1.435 0.392
H -3.006 3.058 -2.500 0.308
H -0.631 2.448 -4.493 0.526
H -1.698 1.261 -3.671 0.297
H 0.100 1.096 -3.599 0.234
```

Summary:
lowest unoccupied orbital energy: -6.9 eV
energy above the lowest of the compared OMol25 structures with the same formula, charge and spin: 14.54 kcal per mole
maximum force: 0.4 eV/Å
total charge: +2

***

- maximum force of number 4 (C24H21N9O5S3Zr)?
  0.4 eV/Å

***

- Which formula does entry 4 have?
  C24H21N9O5S3Zr

***

- What is the formula in the fourth record?
  C24H21N9O5S3Zr

***

- Number 2 is which compound?
  C24H21N3O2S